[1]
Below is C21H24N2OP2SeTi as an isolated structure at a distorted geometry, with properties calculated with ωB97M-V/def2-TZVPD.

## Properties
* M: 509.211 g/mol
* spin multiplicity: 2
* gap between HOMO and LUMO (alpha / beta): 4.7 / 4.5 eV
* charge: +1
* highest occupied orbital energy (alpha / beta): -8.610 / -8.543 eV
* maximum force: 6.26 eV Å⁻¹

Element x y z (Å)
C: -2.352 2.195 -4.362
C: -1.971 1.585 -3.144
C: -0.690 0.938 -3.121
C: 0.315 1.820 -3.645
C: -0.005 2.644 -4.759
C: -1.329 2.682 -5.194
C: 1.466 1.869 -2.814
C: 2.004 0.558 -2.651
C: 1.076 -0.538 -2.720
C: 1.529 -1.836 -3.082
C: 2.900 -2.085 -3.030
C: 3.799 -1.066 -2.746
C: 3.369 0.241 -2.533
H: -3.402 2.375 -4.613
H: 0.802 3.199 -5.257
H: -1.564 3.185 -6.130
H: 2.113 2.748 -2.733
H: 3.260 -3.113 -3.198
H: 4.860 -1.291 -2.730
H: 4.069 1.041 -2.321
N: -0.297 -0.211 -2.443
Ti: -0.482 -1.438 -0.865
C: -2.427 2.083 -1.801
H: -2.516 1.255 -1.080
H: -3.350 2.678 -1.876
C: 0.578 -3.021 -3.277
H: -0.251 -2.827 -3.971
H: 1.127 -3.900 -3.633
P: -1.038 3.219 -1.166
P: -0.110 -3.552 -1.640
C: 1.143 -4.587 -0.875
H: 1.204 -4.325 0.186
H: 0.840 -5.635 -0.951
H: 2.133 -4.463 -1.325
C: -1.567 -4.565 -1.964
H: -1.288 -5.625 -2.015
H: -2.258 -4.421 -1.122
H: -2.069 -4.264 -2.895
C: -1.776 4.846 -0.890
H: -2.854 4.733 -0.709
H: -1.261 5.277 -0.019
H: -1.611 5.495 -1.758
C: -0.982 2.500 0.501
H: -0.079 2.852 1.009
H: -1.882 2.849 1.042
H: -0.983 1.398 0.485
C: 1.120 -0.647 0.058
O: 1.936 -0.015 0.605
H: 0.234 3.402 -1.911
Se: 0.041 -2.177 3.831
C: -0.594 -2.088 2.207
N: -0.928 -1.980 1.054

Cartesian forces (eV/Å) of the 3 atoms listed first:
0.7 0.7 0.2
0.3 -1.0 -0.8
0.0 0.9 -0.6

Calculated atomic charges, method Mulliken, unit e: C -1.02; C 0.14; C 0.29; C 0.79; C -0.83; C -0.42; C -1.59; C 0.92; C 0.43; C 0.02; C -0.73; C -0.72; C -0.96; H 0.44; H 0.46; H 0.45; H 0.59; H 0.45; H 0.42; H 0.45; N 0.48; Ti -0.15; C -1.06; H 0.31; H 0.70; C -1.57; H 0.43; H 0.51; P 0.97; P 1.22; C -1.25; H 0.34; H 0.43; H 0.33; C -1.24; H 0.43; H 0.37; H 0.36; C -1.22; H 0.41; H 0.42; H 0.39; C -0.93; H 0.45; H 0.39; H -0.01; C 0.68; O -0.30; H 0.00; Se -0.06; C 0.20; N -0.57



[2]
Below is C21H24N3NiO5S2 as an isolated structure, with properties calculated with ωB97M-V/def2-TZVPD.

## Properties
* M: 521.266 g/mol
* gap between HOMO and LUMO (alpha / beta): 8.2 / 8.1 eV
* charge: -1
* highest occupied orbital energy (alpha / beta): -5.593 / -5.514 eV
* maximum force: 0.50 eV Å⁻¹

Element x y z (Å)
Ni: 1.810 0.970 0.850
C: -3.611 3.945 0.498
C: -3.623 2.525 1.044
N: -2.420 2.212 1.806
C: -2.497 2.420 3.245
C: -2.975 1.182 3.992
C: -1.306 1.756 1.185
S: 0.016 1.282 2.167
N: -1.414 1.683 -0.144
C: -0.389 1.512 -0.973
O: 0.841 1.516 -0.716
C: -0.784 1.437 -2.420
C: 0.180 1.148 -3.377
C: -0.175 1.076 -4.717
C: -1.486 1.304 -5.108
C: -2.450 1.604 -4.153
C: -2.101 1.669 -2.814
H: -4.540 4.161 -0.033
H: -2.778 4.065 -0.195
H: -3.500 4.675 1.302
H: -3.710 1.811 0.228
H: -4.473 2.377 1.716
H: -3.186 3.252 3.409
H: -1.517 2.725 3.606
H: -3.948 0.854 3.621
H: -3.070 1.395 5.058
H: -2.263 0.369 3.864
H: 1.194 0.960 -3.058
H: 0.579 0.836 -5.455
H: -1.760 1.250 -6.155
H: -3.474 1.789 -4.453
H: -2.839 1.898 -2.059
C: 0.651 -5.982 0.677
C: 1.310 -4.700 0.248
C: 1.331 -3.594 1.084
C: 1.968 -2.417 0.706
C: 2.591 -2.335 -0.526
C: 2.584 -3.439 -1.374
C: 1.947 -4.604 -0.989
S: 3.425 -0.859 -1.112
O: 4.770 -1.310 -1.402
O: 2.630 -0.409 -2.227
N: 3.422 0.222 0.038
C: 4.463 0.035 1.050
C: 3.891 0.239 2.440
O: 4.551 0.016 3.440
O: 2.663 0.672 2.457
H: -0.163 -5.793 1.377
H: 1.367 -6.641 1.174
H: 0.246 -6.524 -0.179
H: 0.842 -3.641 2.051
H: 1.975 -1.575 1.385
H: 3.080 -3.372 -2.333
H: 1.939 -5.457 -1.659
H: 5.267 0.764 0.910
H: 4.924 -0.952 1.003

Cartesian forces (eV/Å) of the 3 atoms listed first:
-0.4 0.0 0.1
0.0 0.0 0.0
0.0 0.0 0.0

Calculated atomic charges, method Mulliken, unit e: Ni 0.05; C -1.19; C -0.72; N 0.13; C -0.98; C -1.02; C 0.53; S -0.16; N -0.16; C 0.23; O -0.73; C 0.63; C -0.47; C -0.78; C -0.28; C -0.71; C -0.05; H 0.35; H 0.27; H 0.40; H 0.42; H 0.45; H 0.39; H 0.56; H 0.31; H 0.38; H 0.29; H 0.46; H 0.41; H 0.37; H 0.39; H 0.26; C -1.44; C 0.98; C -1.20; C 0.17; C 0.48; C -0.99; C -0.70; S 1.13; O -0.73; O -0.60; N -0.16; C -0.26; C 0.32; O -0.73; O -0.61; H 0.36; H 0.28; H 0.37; H 0.36; H 0.49; H 0.42; H 0.33; H 0.33; H 0.38



[3]
Below is one molecule with the formula C21H24N4O3, with properties calculated with ωB97M-V/def2-TZVPD.

## Properties
* M: 380.448 g/mol
* gap between HOMO and LUMO: 8.6 eV
* structure (SMILES): COCCN1CCn2c(nc3cc(NC(=O)c4ccc(OC)cc4)ccc32)C1
* highest occupied orbital energy: -7.831 eV
* maximum force: 0.77 eV Å⁻¹
* energy relative to the best compared isomer or geometry (same formula, charge and spin): 48.7 kcal/mol

Element x y z (Å)
C: -3.712 -2.935 1.261
H: -3.870 -3.236 2.305
O: -4.884 -2.408 0.700
C: -5.365 -1.267 1.370
C: -6.508 -0.654 0.541
N: -6.157 0.154 -0.607
C: -5.894 1.555 -0.381
C: -4.537 1.857 0.283
N: -3.535 0.998 -0.288
C: -3.771 -0.085 -1.091
N: -2.687 -0.722 -1.430
C: -1.658 -0.052 -0.817
C: -0.294 -0.302 -0.823
C: 0.528 0.544 -0.090
C: -0.001 1.620 0.638
C: -1.356 1.879 0.651
C: -2.177 1.039 -0.081
H: -1.753 2.710 1.215
H: 0.674 2.249 1.192
N: 1.901 0.267 -0.104
C: 2.933 0.940 0.481
O: 2.816 1.967 1.122
C: 4.266 0.312 0.247
C: 5.377 1.147 0.222
C: 6.649 0.646 0.020
C: 6.834 -0.724 -0.141
C: 5.724 -1.571 -0.089
C: 4.459 -1.061 0.100
H: 3.628 -1.749 0.168
H: 5.887 -2.632 -0.195
O: 8.032 -1.332 -0.343
C: 9.194 -0.539 -0.385
H: 10.017 -1.233 -0.548
H: 9.160 0.181 -1.209
H: 9.351 -0.007 0.559
H: 7.484 1.328 -0.003
H: 5.226 2.206 0.360
H: 2.149 -0.533 -0.669
H: 0.105 -1.133 -1.384
C: -5.166 -0.425 -1.496
H: -5.347 -0.040 -2.509
H: -5.279 -1.509 -1.517
H: -4.592 1.692 1.368
H: -4.259 2.904 0.117
H: -5.919 2.040 -1.362
H: -6.697 1.977 0.228
H: -7.105 -1.494 0.173
H: -7.136 -0.045 1.195
H: -5.754 -1.553 2.362
H: -4.546 -0.553 1.531
H: -3.448 -3.805 0.665
H: -2.890 -2.209 1.221

Cartesian forces (eV/Å) of the 3 atoms listed first:
0.2 0.0 0.1
0.0 0.0 0.0
-0.3 0.1 -0.2

Calculated atomic charges, method Mulliken, unit e: C -0.66; H 0.29; O -0.36; C -0.34; C -0.94; N 0.13; C -1.20; C -0.57; N 0.26; C 0.75; N -0.84; C 0.53; C -0.84; C 1.02; C -0.53; C -1.45; C 0.36; H 0.42; H 0.57; N -0.18; C 0.63; O -0.67; C 0.16; C -0.85; C -0.34; C 0.89; C -0.73; C -0.43; H 0.41; H 0.43; O -0.44; C -0.83; H 0.24; H 0.34; H 0.34; H 0.38; H 0.40; H 0.14; H 0.37; C -1.30; H 0.34; H 0.35; H 0.36; H 0.55; H 0.36; H 0.44; H 0.37; H 0.38; H 0.56; H 0.23; H 0.25; H 0.25



[4]
Below is one molecule with the formula C21H24N4O4S at a distorted geometry, with properties calculated with ωB97M-V/def2-TZVPD.

## Properties
* M: 428.514 g/mol
* gap between HOMO and LUMO: 8.2 eV
* structure (SMILES): CN(C)CCN(Cc1cc2cc3c(cc2[nH]c1=O)OCO3)C(=S)NCc1ccco1
* highest occupied orbital energy: -7.792 eV
* maximum force: 1.28 eV Å⁻¹
* energy relative to the best compared isomer or geometry (same formula, charge and spin): 50.8 kcal/mol

Element x y z (Å)
C: 3.207 4.277 -0.750
N: 3.714 3.173 0.043
C: 4.928 3.544 0.739
H: 5.234 2.728 1.393
H: 4.728 4.420 1.354
H: 5.759 3.781 0.055
C: 3.888 1.964 -0.742
H: 4.356 2.172 -1.721
C: 2.549 1.249 -0.977
N: 1.977 0.738 0.252
C: 2.334 -0.432 0.818
N: 3.343 -1.145 0.250
C: 3.593 -2.532 0.594
C: 2.742 -3.463 -0.207
C: 1.453 -3.873 -0.040
C: 1.157 -4.706 -1.146
C: 2.285 -4.737 -1.904
O: 3.250 -3.984 -1.349
H: 2.522 -5.238 -2.821
H: 0.233 -5.211 -1.344
H: 0.807 -3.611 0.772
H: 3.367 -2.649 1.657
H: 4.648 -2.743 0.410
H: 3.646 -0.879 -0.674
S: 1.608 -0.989 2.207
C: 1.065 1.636 0.942
C: -0.348 1.485 0.438
C: -1.221 0.619 1.006
C: -2.555 0.464 0.533
C: -2.965 1.262 -0.554
N: -2.057 2.123 -1.103
C: -0.749 2.289 -0.706
O: -0.029 3.069 -1.317
H: -2.349 2.692 -1.890
C: -4.268 1.182 -1.072
C: -5.117 0.291 -0.475
C: -4.716 -0.513 0.608
C: -3.455 -0.446 1.125
H: -3.145 -1.060 1.953
O: -5.769 -1.300 0.991
C: -6.836 -0.974 0.132
O: -6.416 0.021 -0.780
H: -7.686 -0.595 0.721
H: -7.152 -1.871 -0.425
H: -4.582 1.793 -1.901
H: -0.902 0.018 1.845
H: 1.098 1.398 2.008
H: 1.418 2.655 0.778
H: 1.828 1.948 -1.400
H: 2.682 0.440 -1.703
H: 4.549 1.294 -0.185
H: 3.069 5.139 -0.100
H: 3.896 4.558 -1.562
H: 2.243 4.020 -1.181

Cartesian forces (eV/Å) of the 3 atoms listed first:
-0.1 -0.1 0.0
0.1 -0.1 0.0
0.0 0.0 0.0

Calculated atomic charges, method Mulliken, unit e: C -1.03; N 0.28; C -1.05; H 0.32; H 0.31; H 0.35; C -0.77; H 0.31; C -1.51; N 0.44; C 0.50; N -0.09; C -1.39; C 0.59; C -0.27; C -0.46; C -0.50; O -0.36; H 0.46; H 0.41; H 0.50; H 0.57; H 0.35; H 0.23; S -0.46; C -2.14; C 0.69; C -0.32; C 0.71; C -0.18; N 0.00; C 0.45; O -0.78; H 0.21; C -1.12; C 0.83; C 0.93; C -1.46; H 0.51; O -0.50; C -0.25; O -0.50; H 0.24; H 0.24; H 0.41; H 0.54; H 0.98; H 0.28; H 0.28; H 0.58; H 0.58; H 0.35; H 0.37; H 0.27